No. 1
Entry from the OMol25 dataset: a 4-piece molecular cluster, C22H35NO4S overall at a distorted geometry (the ωB97M-V functional and the def2-TZVPD basis).

SMILES = CCOCCCCCc1ccc2c(c1)Nc1ccccc1S2.CO.CO.CO
Total energy = -1613.03567 Ha
LUMO level = 0.4812 eV
Maximum force = 3.5 eV/A
E_HOMO = -8.31 eV
2S+1 = 1

Geometry as XYZ:
```
63
Properties=species:S:1:pos:R:3:forces:R:3:nbo_charge:R:1
C 2.38486 -2.10054 0.24037 -0.01 0.48 0.61 -0.66
C 2.85335 -0.65575 -0.20723 -0.04 -0.52 1.36 -0.08
O 3.72025 -0.64233 -1.34545 -1.14 -0.41 -0.01 -0.54
C 3.06220 -1.07581 -2.54071 -0.16 0.43 -1.62 -0.09
C 1.87052 -0.15322 -3.00824 -0.01 0.05 1.08 -0.43
C 2.17603 1.39689 -2.84418 0.23 -0.49 -0.60 -0.42
C 0.97420 2.31756 -3.29404 0.08 0.55 -0.14 -0.40
C 0.60738 3.45106 -2.26517 -0.64 -0.59 0.75 -0.43
C -0.05430 2.90802 -0.94193 -0.70 -0.82 2.25 0.02
C -0.15642 3.74402 0.28351 -0.66 -2.42 -0.25 -0.20
C -0.73892 3.19944 1.52031 0.25 -0.27 -1.62 -0.25
C -1.24484 1.82858 1.58833 0.33 -0.23 -1.94 -0.13
C -1.17191 0.98050 0.39177 1.15 2.63 -0.88 0.10
C -0.58047 1.54758 -0.83972 -0.07 0.99 1.21 -0.23
N -1.60255 -0.41276 0.30875 0.09 0.94 1.62 -0.65
C -2.80949 -0.69861 1.07591 -2.48 -1.42 0.81 0.11
C -3.74126 -1.67543 0.47104 -0.47 0.57 1.21 -0.20
C -4.97844 -2.11745 1.11270 2.25 2.22 1.56 -0.22
C -5.27456 -1.54346 2.44689 1.45 0.17 -1.44 -0.20
C -4.38716 -0.54938 3.07368 0.13 -1.02 -1.83 -0.23
C -3.14842 -0.13386 2.39419 -0.75 -1.08 -1.56 -0.18
S -1.97610 1.07509 3.11343 -0.15 -0.03 -1.15 0.24
H 1.48756 -2.47024 -0.31998 0.96 0.17 0.27 0.21
H 3.23348 -2.84191 0.23195 -0.90 0.77 -0.25 0.21
H 2.07215 -2.02075 1.32455 0.24 -0.03 -1.07 0.21
H 1.94291 0.00025 -0.30800 0.82 -0.50 -0.24 0.17
H 3.44534 -0.22581 0.65222 -0.45 -0.38 -1.05 0.20
H 2.68834 -2.13487 -2.51300 0.41 0.85 0.33 0.19
H 3.84012 -1.04132 -3.35912 -0.57 -0.04 0.99 0.19
H 0.97646 -0.43863 -2.37345 0.77 0.45 -0.74 0.19
H 1.61688 -0.43596 -4.06315 0.24 0.39 0.83 0.22
H 2.52717 1.61930 -1.79425 -0.58 -0.26 -1.05 0.22
H 3.05514 1.63577 -3.51666 -0.82 -0.27 0.80 0.21
H 0.04737 1.72476 -3.53218 0.93 0.47 0.21 0.20
H 1.27264 2.83389 -4.25431 -0.42 -0.55 0.96 0.22
H -0.15870 4.15049 -2.71546 1.05 -0.54 0.34 0.23
H 1.53844 4.00559 -1.96164 -0.95 -0.32 -0.43 0.22
H 0.22157 4.79377 0.24082 -0.41 -1.05 0.24 0.22
H -0.78269 3.88866 2.40483 -0.07 -0.97 -0.90 0.23
H -0.52543 0.89807 -1.74910 -0.22 0.56 1.18 0.23
H -0.81395 -0.95866 0.68909 -0.55 -0.03 -0.26 0.38
H -3.48322 -2.09968 -0.53511 -0.14 0.60 1.12 0.23
H -5.62495 -2.86080 0.59920 0.50 0.72 0.65 0.23
H -6.20962 -1.91146 2.93760 1.05 0.67 -0.22 0.23
H -4.67378 -0.12991 4.07065 0.45 -0.38 -1.10 0.24
C 4.51260 -4.93864 -1.57456 0.12 0.31 -0.03 -0.24
O 4.46314 -3.94522 -2.58970 0.01 -0.01 0.00 -0.73
H 4.19973 -5.88987 -2.00241 0.01 0.10 -0.05 0.18
H 5.53335 -5.03245 -1.19492 -0.06 -0.17 0.13 0.16
H 3.83689 -4.67146 -0.75853 0.03 -0.22 0.10 0.16
H 4.74375 -3.11238 -2.19024 -0.05 -0.07 -0.10 0.47
C 1.74571 -0.78094 4.76161 -0.24 0.16 -0.20 -0.24
O 1.77945 0.40873 3.98562 0.09 0.02 -0.07 -0.73
H 2.69057 -0.87603 5.29456 -0.03 0.08 -0.07 0.18
H 0.92755 -0.73066 5.48485 0.05 -0.19 0.08 0.16
H 1.61154 -1.64810 4.10891 0.02 -0.15 0.17 0.16
H 0.93538 0.47194 3.52392 0.03 0.09 0.04 0.47
C -5.44547 2.36452 0.35551 0.31 -0.13 0.11 -0.25
O -4.10714 2.67528 -0.00489 -0.04 0.04 -0.03 -0.72
H -6.11978 2.92481 -0.29111 0.10 0.01 0.00 0.18
H -5.62724 1.29375 0.22510 -0.20 0.00 0.07 0.16
H -5.62629 2.64767 1.39632 -0.21 -0.06 -0.01 0.16
H -3.53093 2.16835 0.58021 0.04 0.13 -0.15 0.47
```
Forces are in eV/Å.

=====

No. 2
Entry from the OMol25 dataset: a 6-piece molecular cluster, C22H36Cl2O10S overall at a distorted geometry (the ωB97M-V functional and the def2-TZVPD basis).

SMILES = O=S1(=O)CCCC1.O=C1CCCO1.O=C1CCCO1.O=C1CCCO1.O=C1CCCO1.ClCCCl
Total energy = -2930.74569 Ha
LUMO level = 0.1956 eV
Maximum force = 5.5 eV/A
E_HOMO = -9.93 eV
2S+1 = 1

Geometry as XYZ:
```
71
Properties=species:S:1:pos:R:3:forces:R:3:mulliken_charge:R:1
O -9.31059 21.69018 4.84815 1.53 0.89 0.58 -0.62
S -7.91968 21.89559 5.28011 -0.26 -2.52 -0.12 1.03
O -7.27623 23.19998 5.34194 -0.69 -1.04 -0.15 -0.62
C -7.68067 20.94471 6.87138 -0.04 -0.63 -0.34 -0.75
C -6.52045 19.87430 6.73032 -2.09 0.96 -0.67 -0.55
C -6.61204 19.38799 5.23110 0.60 1.43 -0.20 -0.58
C -6.86990 20.66144 4.32583 0.91 0.36 0.83 -0.76
H -8.57374 20.32901 6.97844 -0.35 0.47 -0.17 0.34
H -7.63242 21.63546 7.71319 0.27 -0.01 -0.15 0.44
H -5.61854 20.34624 7.12009 0.39 -0.47 -0.68 0.32
H -6.82168 19.03277 7.35418 0.35 0.11 0.23 0.28
H -7.34324 18.60422 5.03323 -0.50 0.35 0.52 0.32
H -5.68438 18.88335 4.96116 0.24 0.38 -0.20 0.33
H -7.17068 20.49984 3.29069 -0.68 -0.14 0.34 0.45
H -5.95138 21.23996 4.22708 0.31 -0.13 0.18 0.34
O -8.14566 6.16742 10.43964 0.43 -2.30 0.48 -0.56
C -7.73200 5.07113 10.77259 0.02 0.95 -0.07 0.50
C -6.23862 4.66569 10.98383 -1.73 -0.12 0.57 -0.42
C -6.37879 3.44718 11.90645 1.18 1.40 0.11 -0.48
C -7.70867 2.90795 11.61322 -1.02 -1.30 -1.29 -0.40
O -8.54668 4.00485 11.12351 0.94 0.20 0.41 -0.34
H -5.79762 4.30421 10.05488 0.09 0.68 -0.13 0.28
H -5.77589 5.53064 11.45908 0.42 -0.20 -0.47 0.27
H -5.56743 2.76543 11.65151 -0.12 -0.22 0.77 0.31
H -6.46392 3.74650 12.95109 0.99 0.08 0.08 0.27
H -7.64970 2.12669 10.85542 -0.26 0.19 -0.48 0.25
H -8.05953 2.36419 12.49034 -0.93 0.66 0.02 0.32
O -10.24933 17.02483 16.12013 0.35 0.64 0.41 -0.59
C -9.64679 18.07015 16.04361 -1.87 -2.33 -0.07 0.45
C -9.52827 19.14447 17.03491 0.82 2.02 0.12 -0.26
C -8.87106 20.27367 16.20291 -0.02 0.67 0.17 -0.50
C -8.36874 19.58799 14.96504 1.32 1.47 0.06 -0.35
O -9.01755 18.36820 14.92380 0.73 -0.77 -1.89 -0.33
H -10.47434 19.51104 17.43326 0.06 -0.63 0.17 0.26
H -8.84558 18.80618 17.81438 -0.27 0.02 0.24 0.24
H -9.56728 21.03395 15.84886 -0.19 0.12 0.72 0.24
H -7.98419 20.72276 16.64999 -0.53 0.34 0.47 0.30
H -8.48876 20.19390 14.06694 -0.62 -0.37 -0.19 0.31
H -7.28456 19.56912 15.07597 0.23 -1.18 -0.22 0.23
O -5.40219 10.88562 2.62484 0.58 1.32 2.10 -0.65
C -5.27055 11.35530 3.76726 -0.33 -2.11 -5.08 0.58
C -4.93586 12.69495 4.15638 0.34 1.76 1.56 -0.36
C -5.36949 12.62907 5.64694 0.44 3.07 1.16 -0.45
C -5.55700 11.23235 6.08488 -0.37 -0.56 -1.49 -0.31
O -5.53003 10.60615 4.77695 -0.88 -3.47 2.77 -0.34
H -3.88335 12.96864 4.08277 0.11 -0.49 -0.16 0.23
H -5.44265 13.39413 3.49125 -0.28 0.08 0.41 0.24
H -4.63234 13.03573 6.33929 0.02 0.72 -0.31 0.31
H -6.30891 13.15139 5.82796 0.14 0.31 -0.20 0.26
H -4.81797 10.81821 6.77076 0.25 -0.10 -0.47 0.27
H -6.53372 11.12742 6.55724 -0.03 -0.52 -0.29 0.21
O -1.34514 15.17112 16.32110 2.78 2.28 -1.82 -0.54
C -0.26431 15.47856 15.80786 -2.42 -2.36 -1.07 0.49
C 0.98834 14.60649 16.02413 1.04 3.36 0.90 -0.37
C 2.05547 15.68910 15.66157 -0.66 -0.41 -3.25 -0.57
C 1.37959 16.44383 14.40117 -0.12 -1.10 1.57 -0.42
O -0.03673 16.40159 14.69616 -0.56 -1.13 2.78 -0.34
H 1.11399 14.44416 17.09462 -0.45 -0.57 -0.13 0.25
H 1.02433 13.68483 15.44331 -0.18 0.31 -0.08 0.30
H 2.20517 16.48789 16.38792 0.17 -0.60 0.35 0.31
H 2.95425 15.22379 15.25687 0.39 0.32 0.62 0.32
H 1.75546 17.46493 14.33649 -0.37 0.05 -0.01 0.29
H 1.48229 15.95125 13.43425 0.38 -0.15 0.12 0.28
Cl -7.32686 10.70501 14.33032 -0.51 -0.62 0.49 -0.19
C -6.26414 12.00597 13.86538 0.23 0.60 -1.29 -0.34
C -6.75760 12.55898 12.50014 -0.91 0.75 1.26 -0.43
Cl -5.60396 13.70036 11.88234 1.70 0.47 -0.96 -0.22
H -5.24818 11.61888 13.78742 -0.11 -0.05 -0.15 0.29
H -6.25021 12.79116 14.62129 -0.21 -0.07 -0.10 0.30
H -7.54112 13.30598 12.62735 -0.75 -0.92 0.57 0.24
H -7.11063 11.83496 11.76580 0.57 -0.16 0.17 0.36
```
Forces are in eV/Å.